Record 1
Molecular formula: C18H18F3N4O4Ru
Method: DFT, the ωB97M-V functional and the def2-TZVPD basis

The geometry in XYZ format:
```
48
Properties=species:S:1:pos:R:3:forces:R:3:nbo_charge:R:1
Ru 0.3039 -0.3495 0.2105 0.5 -0.3 0.5 1.604
C -2.9275 0.7175 -3.5464 0.0 0.0 0.0 -0.595
C -1.9715 -0.1743 -2.7441 0.0 0.0 0.0 -0.243
C -0.6280 -0.3172 -3.4601 0.0 0.1 0.0 -0.610
C -1.8570 0.3670 -1.3360 -0.1 0.0 -0.1 -0.014
C -2.6927 -0.1076 -0.3182 0.0 -0.1 0.0 -0.178
C -2.6491 0.4148 0.9641 -0.1 0.0 0.1 -0.198
C -1.7664 1.4481 1.2970 0.0 0.0 0.1 0.044
C -1.7190 2.0268 2.6802 0.0 0.0 -0.1 -0.649
C -0.9235 1.9259 0.2903 -0.1 0.2 -0.1 -0.256
C -0.9759 1.4056 -1.0126 -0.1 0.2 0.0 -0.243
H -3.0460 0.3288 -4.5598 0.0 0.0 0.0 0.221
H -2.5311 1.7343 -3.6178 0.0 0.0 0.0 0.204
H -3.9146 0.7698 -3.0819 0.0 0.0 0.0 0.213
H -2.4221 -1.1662 -2.6635 0.0 0.0 0.0 0.215
H -0.2151 0.6567 -3.7385 0.0 0.0 0.0 0.200
H -0.7581 -0.8883 -4.3799 0.0 0.1 0.0 0.227
H 0.1194 -0.8385 -2.8640 0.0 -0.1 0.0 0.231
H -3.3701 -0.9238 -0.5411 0.0 0.0 0.0 0.236
H -3.2981 0.0099 1.7332 0.0 0.0 0.0 0.246
H -0.8989 1.5752 3.2386 0.0 0.0 0.0 0.268
H -2.6425 1.8228 3.2202 0.0 0.0 0.0 0.229
H -1.5574 3.1044 2.6456 0.0 0.0 0.0 0.224
H -0.2429 2.7354 0.5145 0.1 0.0 0.0 0.252
H -0.3599 1.8466 -1.7840 0.1 0.0 0.0 0.246
O 2.0472 1.2095 0.8516 0.1 0.0 -0.1 -0.649
C 2.7142 0.7483 -0.0925 -0.1 0.1 0.1 0.695
C 4.1896 0.8892 -0.3386 0.0 0.0 -0.1 -0.515
C 4.3823 0.1151 -1.6494 0.0 0.0 0.1 -0.515
C 2.9999 -0.4505 -1.9835 -0.1 0.0 0.0 0.697
O 2.7255 -1.1448 -2.9257 0.0 0.0 0.0 -0.560
N 2.0947 -0.0053 -1.0158 -0.1 -0.1 0.0 -0.741
H 4.7216 0.4543 0.5069 0.0 0.0 0.0 0.256
H 4.4577 1.9434 -0.3896 0.0 0.0 0.0 0.244
H 5.0789 -0.7171 -1.5651 0.0 0.0 0.0 0.248
H 4.7137 0.7369 -2.4792 0.0 0.0 0.0 0.241
F 0.9927 -0.8270 4.9695 -0.1 0.0 0.1 -0.304
C 1.8872 -1.1210 4.0329 0.0 0.0 -0.1 0.896
F 2.9232 -0.2821 4.1621 0.1 0.1 0.1 -0.313
F 2.3251 -2.3615 4.2384 0.1 -0.1 0.1 -0.305
C 1.3114 -0.9799 2.6144 -0.3 0.0 -0.1 0.694
O 0.2029 -0.3763 2.4805 0.2 0.0 -0.2 -0.699
O 1.9655 -1.4322 1.6716 0.1 0.0 -0.1 -0.633
N -0.4645 -2.2631 0.1557 -0.2 -0.2 0.3 -0.716
C -0.9867 -2.7927 1.0936 -0.1 0.7 -0.8 0.676
N -1.5144 -3.4085 2.0189 -0.1 -0.6 0.8 -0.606
C -2.4883 -3.1254 2.8675 0.2 0.2 -0.4 0.431
N -3.3350 -2.9335 3.6295 0.1 0.0 -0.1 -0.399
```
Positions in Å, forces in eV/Å.

Results
maximum force = 0.0197 Eh/bohr
spin multiplicity = 6
energy above the lowest of the compared OMol25 structures with the same formula, charge and spin = 0.0 kJ/mol
HOMO level (alpha / beta) = -9.3 / -9.6 eV
LUMO level (alpha / beta) = 0.02 / -2.50 eV

***

Record 2
Molecular formula: C18H18F5N4NiOS
Method: DFT, the ωB97M-V functional and the def2-TZVPD basis

The geometry in XYZ format:
```
48
Properties=species:S:1:pos:R:3:forces:R:3:nbo_charge:R:1
Ni 0.7369 0.2946 0.1019 0.2 0.0 0.0 1.356
C -1.2552 3.9916 1.3692 0.1 -0.1 0.1 -0.683
C -0.7246 2.5969 1.2370 0.5 0.3 -0.3 0.188
N 0.3578 2.3030 0.5967 -0.3 -0.1 0.1 -0.278
N 1.0763 3.3066 0.0662 0.0 0.6 0.0 -0.484
C 2.1876 2.9293 -0.5305 0.0 -0.4 -0.1 0.287
N 2.9509 3.9571 -1.0198 0.0 0.1 0.0 -0.807
S 2.7696 1.3364 -0.7552 0.0 -0.1 0.1 -0.383
C -1.4612 1.4606 1.7803 -0.3 -0.5 0.1 0.193
C -2.6715 1.5929 2.4617 0.1 0.2 -0.1 -0.254
C -3.3184 0.4576 2.9134 0.0 -0.2 0.0 -0.163
C -2.7452 -0.7860 2.6872 -0.1 0.2 0.1 -0.280
C -1.5426 -0.8323 1.9975 0.0 -0.3 0.0 0.085
N -0.9267 0.2506 1.5581 -0.1 0.2 -0.2 -0.478
H -0.5446 4.6786 0.9223 0.0 0.0 0.0 0.258
H -1.4068 4.2578 2.4181 0.0 0.0 0.0 0.209
H -2.2125 4.0753 0.8480 0.0 0.0 0.0 0.221
H 2.4770 4.8394 -1.1289 0.0 0.0 0.0 0.381
H 3.6071 3.6982 -1.7340 0.0 0.0 0.0 0.391
H -3.1027 2.5728 2.6139 0.0 0.0 0.0 0.215
H -4.2654 0.5388 3.4327 0.0 0.0 0.0 0.207
H -3.2205 -1.6939 3.0316 0.0 0.0 0.0 0.213
H -1.0396 -1.7675 1.7752 0.1 0.1 -0.1 0.231
C 3.1475 -2.5132 -0.1437 -0.1 0.1 0.1 -0.635
C 1.7880 -2.6476 0.5627 0.2 -0.3 -0.2 0.265
C 0.8907 -3.5875 -0.2693 0.1 0.1 0.0 -0.625
C 2.0184 -3.2906 1.9462 0.0 0.1 -0.2 -0.618
O 1.1736 -1.4334 0.7319 -0.3 0.0 0.4 -0.994
H 3.6619 -3.4778 -0.1946 0.0 0.0 0.0 0.181
H 3.7685 -1.8012 0.4042 0.0 0.0 0.0 0.207
H 3.0021 -2.1291 -1.1531 0.0 0.0 0.0 0.219
H 1.3734 -4.5549 -0.4391 0.0 0.0 0.0 0.183
H 0.6810 -3.1205 -1.2338 0.0 0.0 0.0 0.213
H -0.0573 -3.7525 0.2494 0.0 0.0 0.0 0.189
H 2.4171 -4.3058 1.8553 0.0 0.0 0.0 0.182
H 1.0726 -3.3261 2.4917 0.0 0.0 0.0 0.193
H 2.7215 -2.6804 2.5168 0.0 0.0 0.0 0.202
F 1.4456 -0.9956 -2.6790 0.1 -0.1 0.0 -0.336
C 0.1855 -0.5139 -2.7292 -0.1 0.2 0.3 0.361
C -0.3262 0.2025 -1.6551 -0.5 -0.1 -0.3 -0.548
C -1.6267 0.6301 -1.8718 0.3 -0.1 -0.1 0.346
F -2.2801 1.3664 -0.9321 -0.1 0.0 0.1 -0.359
C -2.3718 0.3678 -3.0106 -0.1 0.1 0.1 0.218
F -3.6394 0.8123 -3.1271 0.0 0.0 -0.1 -0.317
C -1.8092 -0.3595 -4.0379 0.0 0.0 0.2 0.251
F -2.5095 -0.6296 -5.1502 0.0 0.0 -0.1 -0.309
C -0.5100 -0.8031 -3.8915 0.1 0.0 0.0 0.220
F 0.0572 -1.5156 -4.8824 0.0 0.0 -0.1 -0.314
```
Positions in Å, forces in eV/Å.

Results
maximum force = 0.0129 Eh/bohr
spin multiplicity = 3
net charge = -1
HOMO level (alpha / beta) = -4.5 / -4.6 eV
LUMO level (alpha / beta) = 2.69 / 2.64 eV

***

Record 3
Molecular formula: C18H18FOPm
Method: DFT, the ωB97M-V functional and the def2-TZVPD basis

The geometry in XYZ format:
```
39
Properties=species:S:1:pos:R:3:forces:R:3:nbo_charge:R:1
C -2.2298 -0.4703 3.9542 1.9 0.3 -0.6 -0.437
C -1.3666 -1.6212 3.8070 0.1 0.7 0.6 -0.371
C -0.1573 -1.2189 3.1333 -0.7 1.1 0.2 -0.385
H -1.7594 -2.7251 3.7279 0.8 1.1 0.9 0.370
C -0.2388 0.2011 2.8459 -0.5 -0.6 0.4 -0.343
C -1.5055 0.6565 3.3526 0.0 -0.5 0.0 -0.386
H -1.8733 1.6792 3.2734 0.1 -0.2 0.1 0.227
H -3.2721 -0.4780 4.3380 0.9 0.1 -0.2 0.239
H 0.7122 -1.8496 2.8874 -0.7 0.2 0.2 0.237
H 0.5529 0.7891 2.3206 -1.0 -0.4 0.6 0.237
C -1.7202 -2.5548 -0.6580 -1.3 0.0 0.2 -0.357
C -2.6043 -3.2394 0.2648 -0.3 0.2 -1.2 -0.327
C -3.8642 -2.5344 0.3337 1.1 0.2 -1.4 -0.401
H -2.3188 -4.0462 0.9385 -0.2 0.1 -0.3 0.309
C -3.7361 -1.3853 -0.5503 0.5 -0.8 -0.3 -0.401
C -2.4213 -1.4101 -1.1681 -0.7 -0.4 0.5 -0.341
H -2.0215 -0.7012 -1.9173 -0.4 -0.5 0.7 0.246
H -0.7079 -2.8612 -0.9634 -0.7 0.1 0.4 0.247
H -4.6780 -2.7278 1.0577 0.5 0.0 -0.7 0.254
H -4.4899 -0.6062 -0.6862 0.2 -0.3 -0.1 0.237
Pm -2.2641 -1.0879 1.5147 1.2 0.0 1.3 1.908
O 1.3025 0.6048 -0.5172 -1.0 -2.3 1.0 -0.489
C 2.4988 -0.1858 -0.1288 -0.8 1.6 -0.4 -0.151
C 2.4483 1.3262 -0.3742 1.3 -1.1 1.1 0.053
H 2.2874 -0.7356 0.8166 0.8 0.9 -0.6 0.213
H 3.1397 -0.6137 -0.8927 -0.8 -0.8 -0.3 0.195
H 2.6937 1.9222 0.4846 -0.7 0.6 0.5 0.184
H 3.1141 3.8119 -0.7710 0.2 0.3 -0.1 0.212
C 2.9529 3.3120 -1.7172 0.3 -1.3 -0.6 -0.200
C 2.7216 1.9295 -1.6685 -1.2 0.9 -2.2 -0.062
C 2.2484 1.2488 -2.8575 0.8 0.7 0.4 -0.193
H 1.8520 0.2139 -2.7635 0.6 0.9 -0.2 0.228
C 2.3047 1.9110 -4.0949 1.1 0.0 0.6 -0.220
H 2.2312 1.2981 -5.0124 -0.4 0.7 0.5 0.220
C 2.7664 3.2617 -4.1397 0.0 -1.1 0.2 -0.208
H 3.0141 3.6892 -5.1109 -0.3 0.1 0.3 0.217
C 3.0308 3.9537 -2.9586 0.6 -0.2 -0.2 -0.208
H 3.5017 4.9326 -2.9890 -0.5 0.1 -0.1 0.216
F -2.1443 -3.6891 2.8887 -0.8 -0.5 -1.2 -0.771
```
Positions in Å, forces in eV/Å.

Results
maximum force = 0.0523 Eh/bohr
spin multiplicity = 5
energy above the lowest of the compared OMol25 structures with the same formula, charge and spin = 0.0 kJ/mol
HOMO level (alpha / beta) = -8.3 / -8.3 eV
LUMO level (alpha / beta) = -0.59 / -0.51 eV